# 1
The following is a DFT calculation (ωB97M-V/def2-TZVPD) of 2 unconnected molecules or ions with the total composition CClN5O2.

Structure (XYZ):
```
9
Properties=species:S:1:pos:R:3:mulliken_charge:R:1
C -0.337 -0.112 1.013 0.4336
N -1.501 -0.574 1.273 -0.1796
N -0.086 0.009 -0.282 0.4663
N -1.922 -0.836 0.018 -0.3006
N -1.117 -0.484 -0.895 -0.1929
N 0.998 0.365 -1.149 0.8836
O 2.013 0.376 -0.512 -0.4850
O 0.726 0.524 -2.283 -0.4848
Cl 1.225 0.732 2.817 -0.1407
```

net charge = 0
HOMO-LUMO gap (spin up / spin down) = 8.4 / 8.3 eV
energy relative to the best compared isomer or geometry (same formula, charge and spin) = 2.710 eV
maximum force = 0.1143 Eh/bohr
lowest unoccupied orbital energy (spin up / spin down) = -0.1319 / -0.1335 hartree
calculated total energy = -25095.4769 eV


# 2
The following is a DFT calculation (ωB97M-V/def2-TZVPD) of a molecular structure, C2H3O2V.

Structure (XYZ):
```
8
Properties=species:S:1:pos:R:3:lowdin_spin:R:1
O 0.245 1.443 0.602 0.2678
V 1.865 0.005 0.249 2.9751
O 1.367 1.826 -0.119 0.0925
C -0.829 -0.119 -0.091 0.0512
C 0.223 -1.084 -0.099 0.5330
H -1.755 -0.291 0.481 0.0154
H -1.026 0.345 -1.075 0.0298
H -0.090 -2.125 0.051 0.0353
```

net charge = 0
HOMO-LUMO gap (spin up / spin down) = 6.7 / 7.3 eV
multiplicity = 5
energy relative to the best compared isomer or geometry (same formula, charge and spin) = 5.023 eV
maximum force = 0.0455 Eh/bohr
lowest unoccupied orbital energy (spin up / spin down) = -0.0246 / -0.0310 hartree
calculated total energy = -31896.4893 eV